(1)
ORCA calculation (ωB97M-V/def2-TZVPD) on C4H13N2S as an isolated structure.

F_max: 1.83 eV/A
lowest unoccupied orbital energy: -8.4 eV
relative energy (zero: lowest compared OMol25 entry of this formula, charge and spin): 608.63 kJ/mol
HOMO-LUMO gap: 0.1633 Ha
energy: -667.44799 a.u.
HOMO energy: -12.8 eV
multiplicity: 1
charge: +1

```
20
C4H13N2S, DFT ωB97M-V/def2-TZVPD
H -2.32432 -0.23900 -0.23285
H 0.01943 0.10606 3.63413
H -0.74092 0.36352 0.50599
H -0.56854 0.89158 -1.85710
H -1.98139 0.02239 -2.31193
H -0.00704 -1.33676 -4.71987
C -0.09023 -1.15245 -2.38159
H -0.06711 2.04646 1.12157
H -0.71307 -2.02855 -2.54075
N -0.12244 1.03200 1.19004
H 0.55204 -1.46494 -1.56402
C 0.93472 0.53485 3.24599
H 1.77850 0.03886 3.71055
H 1.97235 0.89478 1.35766
N -1.31579 -0.39408 -0.37012
H 0.94140 1.56124 3.61493
C 1.05853 0.43187 1.71353
C -1.05625 -0.07901 -1.73728
H 1.02073 -0.63015 1.48615
S 0.70938 -0.59866 -3.86503
```

Atomic partial charges in e from the Mulliken method, atoms 1 to 8: H 0.32; H 0.36; H 0.36; H 0.29; H 0.43; H 0.18; C -0.65; H 0.26


(2)
ORCA calculation (ωB97M-V/def2-TZVPD) on one molecule with the formula C6H9NO2.

F_max: 2.88 eV/A
lowest unoccupied orbital energy: 0.8 eV
relative energy (zero: lowest compared OMol25 entry of this formula, charge and spin): 148.67 kJ/mol
HOMO-LUMO gap: 0.3696 Ha
energy: -439.21973 a.u.
HOMO energy: -9.2 eV
multiplicity: 1
SMILES: Cc1ncoc1[C@H](C)O
charge: 0

```
18
C6H9NO2, DFT ωB97M-V/def2-TZVPD
H 2.45969 -2.31003 -0.03449
C -1.63486 0.87483 -1.53234
H 2.28656 -0.88354 1.08234
H -1.86450 -0.11572 -1.98856
H -0.79754 1.41574 -2.03324
C -1.14599 0.66005 -0.13632
C -0.13686 -0.06821 0.38469
O -0.00623 0.36748 1.65903
O 1.66845 -0.09049 -1.15550
H -1.07418 1.84462 2.77746
H 0.42488 -1.64886 -0.96433
C 0.87262 -0.95486 -0.33561
C 1.75503 -1.73535 0.64160
N -1.71343 1.42827 0.84650
H -2.52273 1.52351 -1.47458
H 1.03185 -2.29124 1.27467
H 1.39489 0.79429 -0.91683
C -0.99763 1.18952 1.90553
```

Atomic partial charges in e from the Mulliken method, atoms 1 to 8: H 0.34; C -0.97; H 0.26; H 0.29; H 0.22; C 0.88; C -0.22; O -0.36


(3)
ORCA calculation (ωB97M-V/def2-TZVPD) on a 4-piece molecular cluster, C26H64NO13P4 overall.

F_max: 6.05 eV/A
lowest unoccupied orbital energy: 1.7 eV
HOMO-LUMO gap: 0.1534 Ha
energy: -3427.45306 a.u.
HOMO energy: -2.5 eV
multiplicity: 1
charge: -1

```
108
C26H64NO13P4, DFT ωB97M-V/def2-TZVPD
H 1.21879 1.69591 6.02775
C -2.53420 -9.21552 3.46415
H -1.09311 -1.74312 6.60694
C -3.91609 -5.09645 0.85190
O 1.11715 -2.82680 3.79379
C -3.29313 -3.95697 1.68720
C 2.33754 0.69892 4.46795
P -1.04685 -8.28732 2.80567
C -3.08427 -5.48196 -0.39930
H 2.56260 0.83844 3.40904
H -1.44092 -6.85137 -0.67424
P 0.71581 -1.26508 3.68633
C -1.94739 -4.49284 -0.71889
H -1.43682 0.94405 5.20717
H 4.38667 5.44262 -2.24758
H -2.30769 -10.27486 3.36105
H -2.64826 -9.00879 4.53197
H -2.28098 -3.45567 -0.72756
C -0.68506 2.26731 -4.02521
P -0.24448 -0.18297 -2.91723
H -2.49916 3.19539 -3.31875
H 1.85055 5.68145 -2.18769
O 1.79543 -0.59066 4.71614
O -0.48525 1.40653 -2.91023
H 2.06126 4.27066 -0.20828
N -1.15639 -8.10067 1.17880
O 2.95494 7.63690 -2.89827
H 0.23222 -0.62188 6.46229
P 2.20645 8.52108 -1.75456
H -0.27504 1.88423 -4.95568
H -2.24101 -4.12181 1.89804
H 4.86750 8.44017 -2.67099
H 1.29218 12.19079 -3.98113
H -5.83411 -5.37487 -0.10679
C -0.69640 -0.93377 5.99165
C -2.15544 2.61725 -4.17740
H 2.81733 -2.65083 -0.97857
O -2.52103 -7.55392 0.85418
H 0.99217 -3.19469 1.74104
H 4.64137 7.25690 -3.94615
H -1.54964 -4.71138 -1.71072
H 1.89677 2.78370 4.80753
H -2.32231 3.20824 -5.07904
H -1.16188 -4.66721 0.01770
H -3.43976 -8.94087 2.92168
H 0.47722 1.79577 4.43041
H 0.29648 5.64423 -1.39984
C -1.70851 0.19738 5.95347
H 3.28762 0.73768 5.00437
H -0.12980 3.18057 -3.80005
O 1.18061 -0.88078 2.33602
H 0.07814 -1.56038 -6.13364
C 2.97590 -3.65536 2.47176
H 2.88214 5.79142 0.20273
O 1.23707 0.02701 -2.28744
H -0.85823 -2.18748 -4.78924
O -0.63123 -1.52076 -2.43159
C 2.56087 -1.94586 -1.77034
H 0.81366 10.71697 -4.84237
H -0.33470 10.69671 -2.70333
H -0.14566 -6.34266 3.93397
C 1.32553 5.98977 -1.28832
O -0.50089 -1.50190 4.70166
O 0.96216 9.13440 -2.60915
C 1.71460 -0.81542 -1.22380
C -1.16025 -6.59963 3.63586
H 1.14013 11.05372 -1.82078
O 3.06576 9.70216 -1.53054
H -1.78578 0.68035 6.92866
C 1.43038 1.80972 4.96348
O 0.15178 -0.38759 -4.48977
H -1.57603 0.28623 -6.45198
C 1.47068 -3.59455 2.63352
H -1.53714 -5.89586 2.89815
H -5.88641 -4.24275 1.21199
O 1.24172 7.40884 -1.13565
H -2.77048 1.71881 -4.22140
H 4.60564 6.62381 -0.95615
H 5.93572 6.27736 -2.07058
H 3.48422 -1.55444 -2.20326
H 1.07644 -4.59911 2.78429
C 4.37380 7.49870 -2.91651
H 3.41887 -2.65817 2.50320
H -3.75947 -5.42139 -1.26090
H -5.15265 -3.74808 -0.35953
C -1.83279 -0.61659 -5.89480
H 3.24270 -4.13121 1.52720
H -2.52218 -0.33193 -5.09671
H 0.88992 -1.19571 -0.62844
H 2.31706 -0.18587 -0.56989
H 2.04000 -2.48240 -2.56378
H -4.14572 -5.93234 1.50808
H -2.35112 -1.30044 -6.56777
H -3.43641 -3.01204 1.16148
H -2.69256 -0.18323 5.67845
C -2.49635 -6.92555 -0.38470
C 0.74603 10.54292 -2.69759
H -2.96250 -7.52636 -1.18632
H 3.42073 -4.22666 3.28811
C -5.27609 -4.55824 0.36023
H 2.38964 10.80071 -4.07928
C -0.59153 -1.27318 -5.32129
H -3.82960 -3.90998 2.63758
C 1.92307 5.34107 -0.05352
C 4.85441 6.39499 -1.99484
H -1.78552 -6.63112 4.53288
C 1.34760 11.10111 -3.97166
H 1.26630 5.48274 0.80541
```

Atomic partial charges in e from the Mulliken method, atoms 1 to 8: H 0.25; C -1.00; H 0.38; C 0.82; O -0.36; C -1.51; C -0.28; P -0.05


(4)
ORCA calculation (ωB97M-V/def2-TZVPD) on C36H33MnN3O2Se as an isolated structure.

F_max: 0.69 eV/A
lowest unoccupied orbital energy (spin up / spin down): -3.1 / -3.4 eV
HOMO-LUMO gap (spin up / spin down): 0.2444 / 0.2379 Ha
energy: -5258.53379 a.u.
HOMO energy (spin up / spin down): -9.8 / -9.9 eV
multiplicity: 5
charge: +1

```
76
C36H33MnN3O2Se, DFT ωB97M-V/def2-TZVPD
H -1.33095 -0.81816 -3.10026
H 2.73284 -7.16361 -0.26849
H -0.68537 -2.05752 2.59857
H -4.58161 -3.03081 -0.32950
H 1.15421 -5.62019 -1.31466
C -3.73280 -2.83046 0.31281
C 7.69170 -0.26038 0.55878
C -0.36161 -0.93996 -1.15764
Mn 1.41218 -0.46818 -0.56344
C 0.72573 3.70729 -0.20153
Se -2.43270 1.44135 0.60753
C 1.08315 1.41272 -0.08629
C 5.47353 0.89007 0.34488
H 0.53339 4.67167 0.25229
H -3.60597 3.53231 3.67037
H 4.30419 -6.84275 -1.95073
N 3.46042 -0.30863 -0.05713
H -3.35974 -1.97987 -2.24409
H 4.79450 -4.09549 0.34403
H -2.32025 3.02417 -1.94447
C -2.59586 -2.18718 -0.23089
C -2.64955 -2.90750 2.46692
C 1.40330 -3.49966 -1.24938
C 5.53014 -1.48097 0.11276
C -5.72835 4.73961 0.34706
C 6.20562 -0.28811 0.33897
H -3.40553 1.88135 3.08115
C -5.06494 4.28966 -0.79173
C 3.03764 -5.04354 -0.44274
C -6.80457 5.78619 0.25603
C 0.82657 3.61828 -1.60098
C 1.05673 2.40663 -2.24654
C 4.16291 -1.45118 -0.07792
C 3.36995 -2.67328 -0.38351
C 1.19605 1.32092 -1.39022
C 0.85314 2.58695 0.61484
C -1.40499 -1.15425 -2.07623
H 6.08360 -2.40604 0.06625
O 8.18053 -1.58359 0.54217
H -4.99429 2.45685 3.60643
C 3.54840 -6.44135 -0.18710
N 2.15801 -2.44833 -0.92753
C -4.07531 2.73556 3.08915
N -0.40071 -1.30574 0.08308
H 8.14759 0.34821 -0.22964
C 1.80903 -4.80517 -1.03507
H 0.75307 2.65398 1.68992
C -4.07856 3.32087 -0.72780
H 1.12731 2.35065 -3.32496
H -3.78255 3.47365 -2.84154
H 5.95168 1.84860 0.50041
H -5.32771 4.71053 -1.75587
C -3.75721 -3.18198 1.63241
C -1.53642 -2.28896 1.97176
H 3.95038 -6.50303 0.82361
H 9.12620 -1.57689 0.71607
C -4.39096 3.23071 1.70248
H 0.71821 4.51919 -2.19247
H 3.50354 1.73611 0.13699
C -3.73678 2.77011 0.53409
H 7.89122 0.23491 1.51475
C -2.51343 -1.78626 -1.59427
C -3.40160 2.89192 -2.00309
H -4.62886 -3.67010 2.04706
C 3.82851 -3.94641 -0.11924
C -1.50013 -1.92442 0.61327
H -3.57414 1.83334 -2.20570
H -2.68962 -3.18620 3.51173
H -6.96849 6.10148 -0.77300
C -5.37400 4.20100 1.57704
O 4.62830 -6.75291 -1.04834
H -6.54144 6.66724 0.84375
H 0.44354 -3.28092 -1.69831
H -7.74859 5.40626 0.65016
C 4.10971 0.84124 0.14095
H -5.88110 4.54844 2.47177
```

Atomic partial charges in e from the Mulliken method, atoms 1 to 8: H 0.55; H 0.38; H 0.50; H 0.44; H 0.41; C -1.11; C -0.53; C 1.01


(5)
ORCA calculation (ωB97M-V/def2-TZVPD) on C27H23F6O2PRh as an isolated structure.

F_max: 1.49 eV/A
lowest unoccupied orbital energy (spin up / spin down): -4.8 / -4.6 eV
relative energy (zero: lowest compared OMol25 entry of this formula, charge and spin): 147.97 kJ/mol
HOMO-LUMO gap (spin up / spin down): 0.2398 / 0.2449 Ha
energy: -2243.99164 a.u.
HOMO energy (spin up / spin down): -11.3 / -11.2 eV
multiplicity: 1
charge: +1

```
60
C27H23F6O2PRh, DFT ωB97M-V/def2-TZVPD
C 2.35642 -0.78529 3.47046
F -1.37136 1.62481 -2.55241
C 1.68428 -1.90412 5.48348
H -2.24771 0.39042 1.28693
C 2.66271 -1.26389 4.73369
H 2.02285 1.87918 -2.63806
F -1.83021 1.39662 -4.64945
C 0.54528 2.20735 0.40822
C -3.20502 -1.42917 0.67573
C 1.06468 -0.94309 2.96375
H -0.53223 1.41580 3.53482
C 0.72385 4.35721 -0.71473
H -1.10132 -2.43071 -4.50402
C -1.12199 0.89429 -3.64405
H 4.48804 -0.22872 -2.15682
F 0.18724 1.08041 -3.93403
C 0.32775 3.60049 0.41943
H 0.55195 5.42827 -0.71905
C 1.33554 3.75275 -1.77158
H 4.39114 -1.19518 -0.66180
H -1.61821 -4.30812 -0.17270
C 0.23316 1.43925 1.54629
C 0.08760 -1.60089 3.70583
C 1.11859 1.61640 -0.73794
H -3.88689 -3.35652 0.02912
C -0.82409 -1.17418 0.86569
C -1.37368 -0.61022 -3.42136
F -3.55994 -0.71141 -4.39760
C -0.87639 -1.37450 -4.64438
H 2.74284 -1.87408 -2.19883
H 3.11622 -0.28024 2.88328
C -2.89253 -0.87157 -3.25349
C -0.27040 4.16963 1.57410
C -0.64973 -2.50021 0.44586
C -1.75019 -3.28348 0.15163
C -0.60026 3.39902 2.65498
H -1.34627 -1.02807 -5.56259
H -4.20359 -1.01811 0.75665
P 0.68201 -0.27982 1.33835
C -0.32140 2.01264 2.65456
F -3.45170 -0.06847 -2.34105
H 3.64272 0.41112 -0.73682
H 1.92316 -2.28296 6.46854
O 2.60823 -1.03847 -1.74258
Rh 0.62135 -0.27985 -1.07127
H 1.63714 4.33717 -2.63200
C -2.10945 -0.63742 0.97339
C -3.02473 -2.74581 0.26665
H 3.66238 -1.14316 5.12999
H -0.35677 -2.56601 5.56199
H 0.20148 -1.25093 -4.71970
O -0.76581 -1.03888 -2.24374
C 1.54838 2.34773 -1.78337
H -0.90944 -1.74375 3.30804
H -0.44672 5.23954 1.59280
C 3.86868 -0.48654 -1.30112
H -1.05348 3.85342 3.52716
C 0.40211 -2.06700 4.97389
H 0.35038 -2.91800 0.37256
F -3.08661 -2.13468 -2.85130
```

Atomic partial charges in e from the Mulliken method, atoms 1 to 8: C -0.36; F -0.25; C -0.49; H 0.44; C -0.73; H 0.46; F -0.27; C -0.14


(6)
ORCA calculation (ωB97M-V/def2-TZVPD) on a 2-piece molecular cluster, C2H4Cl3PS overall.

F_max: 4.05 eV/A
lowest unoccupied orbital energy: 0.7 eV
relative energy (zero: lowest compared OMol25 entry of this formula, charge and spin): 51.14 kJ/mol
HOMO-LUMO gap: 0.3650 Ha
energy: -2198.73181 a.u.
HOMO energy: -9.2 eV
multiplicity: 1
SMILES: SP(Cl)Cl.C=CCl
charge: 0

```
11
C2H4Cl3PS, DFT ωB97M-V/def2-TZVPD
Cl -2.43550 -0.92565 3.58009
H -0.19544 0.76670 0.78282
H 2.74690 0.93773 -1.87232
C 1.31657 -0.74215 -1.41903
P -1.77401 -0.66985 1.74715
S -0.96167 1.25563 1.75226
H 2.01519 -1.54153 -1.68293
Cl -3.45917 -0.53661 0.63295
C 1.74637 0.48248 -1.47054
H 0.33608 -0.90924 -0.91465
Cl 0.66467 1.88251 -1.13581
```

Atomic partial charges in e from the Mulliken method, atoms 1 to 8: Cl -0.20; H 0.07; H 0.28; C -0.39; P 0.39; S -0.14; H 0.25; Cl -0.19


(7)
ORCA calculation (ωB97M-V/def2-TZVPD) on C25H32BHoO4 as an isolated structure.

F_max: 2.38 eV/A
lowest unoccupied orbital energy (spin up / spin down): 0.2 / 0.2 eV
relative energy (zero: lowest compared OMol25 entry of this formula, charge and spin): 0.00 kJ/mol
HOMO-LUMO gap (spin up / spin down): 0.2461 / 0.2464 Ha
energy: -2245.67268 a.u.
HOMO energy (spin up / spin down): -6.5 / -6.5 eV
multiplicity: 5
charge: 0

```
63
C25H32BHoO4, DFT ωB97M-V/def2-TZVPD
C 1.10291 -1.15191 -0.70296
H 0.75406 -1.42629 -1.71123
H 0.34465 2.11810 2.82429
C 2.51884 -6.97363 0.29680
H -0.59280 -3.24761 0.36132
O 1.84780 -5.04867 -0.49691
C -3.65489 4.41640 1.97750
C 1.34574 -2.34758 0.19045
H 0.95686 3.38366 -2.87744
H -1.41056 4.28313 -1.92560
H 4.56609 -5.24715 -0.36779
C 4.12687 -5.70656 -1.26175
H 4.72000 -6.59702 -1.52461
O 0.01828 -0.41145 -0.04210
H 0.76017 0.70838 -3.22671
H -0.28230 4.45206 1.62444
H -4.19314 6.98387 -0.19355
C 1.80859 1.87435 1.12767
H 4.17784 -5.00030 -2.10330
C -4.69207 6.97344 1.94161
H 2.42235 1.03235 1.44678
C -1.16185 3.24149 -2.12458
H 1.98226 -0.49911 -0.79254
H 1.62325 -3.21242 -0.40735
H 1.15229 4.66323 -0.64307
H -1.67593 -1.20997 0.88512
H 2.83417 2.52484 -0.77093
C -1.35694 0.97374 -2.49787
C 0.09041 2.76828 -2.62532
H 0.21452 -3.02997 1.92413
Ho -0.25099 1.78059 -0.35073
H -5.08968 7.98801 1.93709
C -4.19585 6.43749 0.74551
H 1.06508 -7.09790 -2.05273
C -2.05694 2.13045 -2.03038
C -4.18078 4.90655 3.14051
C -4.68037 6.22260 3.12065
H -5.06419 6.65493 4.05012
C 1.64371 -5.79756 0.75114
C 0.74855 2.46908 1.87635
H 2.10428 -6.02149 -3.07668
C 2.05148 2.69311 -0.03157
C -0.01342 1.36148 -2.81631
O -2.84603 4.57139 -0.11850
C 2.08664 -6.75569 -2.25414
C -3.65295 5.17501 0.80264
H -1.78833 -0.01492 -2.67902
H 2.16206 -2.13853 0.89796
O -2.87536 3.31509 1.80761
H -3.11397 2.16785 -1.76717
C -0.59756 -1.21162 1.05363
C 1.17652 3.81469 0.03982
H 2.03699 -5.22921 1.60580
C 0.03871 -2.57933 0.95005
C 0.36269 3.67966 1.20869
H -0.35694 -0.71519 2.00396
H 1.99234 -7.92622 0.17070
H -4.15308 4.29968 4.04221
H 3.45399 -7.07259 0.85805
B -2.30672 3.39467 0.48969
H 2.68697 -7.62528 -2.56320
C 2.68624 -6.13552 -1.00565
H 0.57943 -6.02896 0.88940
```

Atomic partial charges in e from the Mulliken method, atoms 1 to 8: C -0.45; H 0.29; H 0.50; C -0.77; H 0.25; O -0.46; C 0.74; C -0.21


(8)
ORCA calculation (ωB97M-V/def2-TZVPD) on a 2-piece molecular cluster, C6H12O overall.

F_max: 0.36 eV/A
lowest unoccupied orbital energy: -0.5 eV
relative energy (zero: lowest compared OMol25 entry of this formula, charge and spin): 472.94 kJ/mol
HOMO-LUMO gap: 0.3202 Ha
energy: -310.87914 a.u.
HOMO energy: -9.2 eV
multiplicity: 1
charge: 0

```
19
C6H12O, DFT ωB97M-V/def2-TZVPD
H 2.88331 -1.10152 0.20708
H 0.86562 2.05007 0.39417
C -1.15650 1.46913 0.09151
H -2.36340 -0.25438 0.38031
C -2.26975 -1.33991 0.23376
H 0.44167 -0.91327 -0.28447
H 2.94574 0.64174 0.53087
H 2.56961 0.05742 -1.10939
H -2.07176 -1.55499 -0.82058
H -3.20981 -1.81278 0.53014
C -0.48859 1.40444 -1.24662
C 2.43085 -0.13727 -0.04113
H -0.73176 0.50317 -1.81477
H -0.45981 2.30575 -1.85538
H -1.45354 -1.73538 0.84790
C 0.31297 1.20105 -0.01773
H -0.04767 -0.20761 1.96990
O 0.84931 -0.43525 1.69133
C 0.95351 -0.14042 0.31311
```

Atomic partial charges in e from the Mulliken method, atoms 1 to 8: H 0.37; H 0.36; C -0.60; H 0.32; C -0.95; H 0.15; H 0.35; H 0.35


Q: Which formula does entry 7 have?
A: C25H32BHoO4